No. 1
A molecular structure, C28H64N6O8Si2 at a distorted geometry. Source: the Open Molecules 2025 dataset; level of theory: wB97M-V/def2-TZVPD.

For the total energy, the calculation gives -2614.72224 hartree. The calculation puts the HOMO energy at -8.66 eV. The gap between HOMO and LUMO is 9.4 eV.

Structure (XYZ):
```
108
Properties=species:S:1:pos:R:3:mulliken_charge:R:1
H -5.8200 2.2759 2.8428 0.32
N 1.5720 0.6678 4.2026 -0.59
H -1.4471 -0.9287 5.1082 0.41
C 2.9986 1.9570 0.1855 -1.40
H -6.0037 0.9533 3.9531 0.34
H 9.3433 1.7261 -1.0152 0.09
H -4.8864 2.0792 -2.5855 0.32
H 10.7423 3.6103 -3.6390 0.34
H -8.6692 3.5703 -4.1260 0.40
H -3.4741 -1.0905 -0.3978 -0.21
C 0.9009 0.4201 2.9151 -0.09
H -7.2355 -1.1281 -1.8460 0.42
C -2.8491 -5.3577 2.6208 -0.28
H -3.4360 -2.6023 -2.0773 0.27
C 7.5794 -0.1102 0.0196 -0.35
H 2.5681 0.7864 4.0901 0.23
C 2.0328 -1.1538 -1.3424 -0.94
N -1.2175 -1.3529 4.2110 -0.17
H 7.2707 -0.7255 0.8697 0.39
H -1.1513 1.6823 4.9306 0.37
H 9.2828 0.6319 1.0581 0.36
H 9.0562 4.1471 -3.5312 0.24
H 7.2921 -0.6683 -0.8793 0.36
C -1.7005 1.5175 3.9931 -0.91
C 6.6771 1.8028 -1.0908 -0.47
H 8.6937 -0.1536 -2.4937 0.16
N -2.5332 -2.4885 -1.6416 -0.61
H -6.0545 1.9883 -6.5760 0.24
C 9.7161 0.1518 -2.2351 -0.17
C -1.9715 -3.0672 1.5386 0.69
H -5.0207 0.7466 -3.7722 0.15
H -5.9476 -0.0465 -0.0848 0.29
H 0.4585 -2.5348 3.5568 0.11
H -0.2335 -4.3784 4.7681 0.25
H 5.7353 2.3502 -1.0425 0.12
N -3.2417 -3.0881 1.9540 -0.34
H 10.3431 -0.7441 -2.2063 0.39
C -8.1192 1.9470 -2.8592 -0.15
H 3.5157 2.1745 1.1283 0.34
H -3.5267 1.9425 2.4881 0.23
H -7.8179 1.8720 -6.7178 0.34
H -0.0347 -3.4344 6.2985 0.33
C -3.9624 1.3361 3.2910 0.25
C 0.5131 -1.1866 -1.0905 -0.16
O 2.5162 0.1842 -1.3320 -0.42
H -0.9118 -6.1666 2.3059 0.41
C -7.3610 -0.0566 -1.6694 -1.00
H 3.4025 2.6138 -0.5865 0.38
H -5.3448 2.5359 4.5066 0.37
H -6.1046 1.5330 -0.8228 0.35
H -9.0542 1.9891 -4.8128 0.40
O -1.6937 -0.1248 1.6463 -0.20
H 10.2653 0.4947 -4.2655 0.39
H -3.2357 -6.2644 3.0660 0.42
C 3.2501 0.4909 -0.1386 0.48
H 2.9146 -0.0862 0.7288 -0.01
O 0.2125 -1.6145 0.2420 -0.10
C -0.0281 -2.1962 4.4740 -0.29
H 2.2516 -1.5865 -2.3246 0.42
H 1.4399 -0.3105 2.3089 0.02
O -3.0548 1.2941 4.3908 -0.48
C -5.3513 1.7921 3.7083 -1.36
O -7.0650 2.6220 -4.9319 -0.34
H 9.5649 -0.8984 0.2448 0.45
C -6.9700 1.7450 -6.0387 -0.72
C -1.5466 -5.2934 2.1997 -0.66
H -6.9125 0.6995 -5.7177 0.30
O -4.8989 0.1467 -1.7875 -0.25
C -2.4763 -1.2763 -0.8128 -0.05
Si -0.9304 -0.0018 3.1358 0.20
H 9.8530 3.4902 -2.0932 0.31
H 0.1771 -0.1582 -1.2479 0.24
H 6.6503 1.1439 -1.9619 0.32
H -1.5927 2.4375 3.3977 0.36
H 1.1636 1.4400 4.7069 0.17
H 0.0830 -1.8464 -1.8499 0.38
H -7.3286 2.5198 -2.3569 0.16
H 2.5322 -1.7991 -0.6100 0.30
H -1.5454 -3.4239 5.4315 0.32
H 0.7134 -1.6773 5.0863 0.64
N -7.7890 0.5286 -2.9384 -0.31
C -0.4604 -3.4488 5.2930 -1.27
C -3.6285 -4.2318 2.4867 -0.59
C -1.0920 -4.1170 1.6347 -0.14
H 7.4779 2.5388 -1.1991 0.26
H -4.6608 -4.2911 2.8326 0.35
H -0.0654 -4.0736 1.2924 0.45
O 6.8300 1.0880 0.1259 -0.39
H -7.0461 0.4026 -3.6131 0.08
H 11.2115 1.4470 -3.1175 0.40
H 0.9063 1.3618 2.3347 0.34
C -8.3065 2.5446 -4.2395 -0.84
O 9.2863 2.1293 -3.5643 -0.34
C 9.0906 0.0817 0.1334 -0.99
H -9.0438 2.0671 -2.2871 0.39
C -4.5769 1.0587 -2.8230 -0.62
Si -1.3852 -1.4680 0.7117 -0.22
N 9.7685 0.8120 -0.9355 -0.31
C -6.0656 0.4608 -1.0475 -0.26
H -2.2277 -0.3819 -1.3919 0.26
H -2.2494 -3.3230 -1.1495 0.26
H 1.9382 2.1531 0.3475 0.34
H 4.3049 0.2869 -0.3524 0.12
H -8.1714 0.0504 -0.9417 0.43
H -3.4936 1.0454 -2.9527 0.30
C 9.7706 3.4031 -3.1819 -0.72
H -4.0530 0.3178 2.8856 0.00
C 10.2086 1.0693 -3.3364 -0.80
```


No. 2
A single C30H31N7O3 molecule at a distorted geometry. Source: the Open Molecules 2025 dataset; level of theory: wB97M-V/def2-TZVPD.

For the total energy, the calculation gives -1770.85390 hartree. The calculation puts the HOMO energy at -9.04 eV. The gap between HOMO and LUMO is 9.0 eV. The SMILES is CC(=O)c1ccc(N(C(=O)Cn2nnc(-c3ccccc3)n2)[C@@H](C(=O)NC2CCCCC2)c2ccccn2)cc1.

Structure (XYZ):
```
71
Properties=species:S:1:pos:R:3:nbo_charge:R:1
H -4.6625 2.2833 -1.8316 0.19
H 2.4838 5.8751 -0.1898 0.23
C 0.4726 -3.6058 -3.8874 -0.20
H 3.7395 0.2189 1.8913 0.24
C -1.1715 0.9516 2.3186 0.69
H 0.2303 0.1556 -0.2328 0.24
H -1.9533 0.9473 -1.4017 0.19
H -1.7000 -2.3909 -1.2312 0.20
C -2.4350 2.7209 -0.2723 -0.41
N 3.2357 -1.7153 1.3545 0.01
H -2.8753 2.7145 1.8404 0.24
H -3.0176 3.6333 -0.4122 0.20
N 1.0858 0.0289 2.2813 -0.48
O -0.9861 1.9022 3.0525 -0.63
H -1.0360 -4.6742 -0.4674 0.23
H 0.2335 -1.4897 -4.1129 0.22
O 1.7671 -1.2732 4.0025 -0.59
C 0.8336 0.9979 0.0624 -0.28
H -0.3892 -0.5749 3.5853 0.27
H 0.1569 -2.8832 3.2393 0.25
H -2.0635 0.0944 0.7257 0.44
N 3.5408 -2.9780 1.5164 -0.02
H 0.8760 -5.6552 -3.4170 0.22
C 2.0666 4.1989 -1.4533 0.58
H -3.9527 -0.2630 -0.3068 0.19
C 1.3085 -1.9799 -2.3340 -0.14
C 2.4940 -2.6995 -0.3008 0.26
H -4.1399 0.7582 -2.5492 0.21
H 0.6820 2.0068 -1.8205 0.23
N 3.0933 -3.6117 0.4949 -0.27
C 2.0207 -0.6229 3.0135 0.69
C -2.9322 2.0182 0.9962 -0.06
H 4.1354 -1.0781 3.0876 0.26
C 1.0864 2.0267 -0.8192 -0.10
C 2.3927 3.1629 0.8425 -0.17
C -0.3910 -3.9476 1.4563 -0.15
C -4.3735 1.5356 0.8133 -0.40
N 2.5770 -1.4867 0.2391 -0.27
O 1.5578 4.1340 -2.5506 -0.54
C 1.8649 3.1240 -0.4477 -0.19
H -4.6855 0.9829 1.7016 0.21
H -0.0558 -3.8401 -4.7999 0.21
H 2.5262 2.1841 2.7393 0.22
H 3.9225 5.0303 -0.7762 0.23
H -1.3899 3.0059 -0.1380 0.22
C 0.9955 -4.6268 -3.1090 -0.22
C 2.1457 2.1347 1.7295 -0.25
C 1.3694 1.0440 1.3444 0.28
C -2.5861 1.8311 -1.5027 -0.41
C -0.6143 -1.5791 1.7154 0.22
H -5.5737 0.3811 -0.5480 0.21
C 1.6702 -4.3327 -1.9397 -0.18
C -0.3229 -0.3249 2.5174 -0.17
H -0.0897 -4.9125 1.8351 0.23
C 3.4140 -0.7087 2.3586 -0.32
H 2.9843 4.0021 1.1722 0.22
C -4.5246 0.6598 -0.4289 -0.40
N -2.0754 0.9032 1.3405 -0.65
H 1.4516 -0.9566 -2.0231 0.22
C -0.9153 -3.8206 0.1796 -0.25
C 1.8238 -3.0058 -1.5452 -0.10
N -1.1221 -1.4700 0.4905 -0.50
C 2.9252 5.3702 -1.0462 -0.72
H -5.0194 2.4101 0.7171 0.20
C -0.2497 -2.8157 2.2426 -0.25
C -4.0397 1.4002 -1.6717 -0.40
H 2.0833 -5.1122 -1.3183 0.24
C 0.6334 -2.2844 -3.5004 -0.23
C -1.2776 -2.5556 -0.2483 0.06
H 2.9951 6.0679 -1.8767 0.24
H -2.2541 2.3786 -2.3867 0.22
```


No. 3
A molecular structure, CHBrCl3Mg at a distorted geometry. Source: the Open Molecules 2025 dataset; level of theory: wB97M-V/def2-TZVPD.

For the total energy, the calculation gives -4193.11097 hartree. The calculation puts the HOMO energy at -13.16 eV. The gap between HOMO and LUMO is 5.0 eV. Its net charge is +1.

Structure (XYZ):
```
7
Properties=species:S:1:pos:R:3:nbo_charge:R:1
C 1.1434 -0.0568 -0.4094 -0.29
Mg -3.9209 1.2728 1.1410 1.65
Cl 0.9975 -1.6959 -1.0909 0.01
Cl 1.9960 1.0111 -1.4994 0.05
H 0.1568 0.3181 -0.1374 0.21
Cl 2.0961 -0.2202 1.0906 0.01
Br -2.4690 -0.6291 0.9056 -0.64
```


No. 4
2 unconnected molecules or ions with the total composition C6H11N3OS at a distorted geometry. Source: the Open Molecules 2025 dataset; level of theory: wB97M-V/def2-TZVPD.

For the total energy, the calculation gives -872.73774 hartree. The calculation puts the HOMO energy (alpha / beta) at -8.10 / -8.09 eV. The gap between HOMO and LUMO (alpha / beta) is 8.4 / 8.4 eV.

Structure (XYZ):
```
22
Properties=species:S:1:pos:R:3:nbo_charge:R:1
N 3.2593 1.5570 -0.7972 -0.27
H -0.9213 -0.5230 -1.4600 0.23
C 2.2806 0.8429 -1.3209 -0.16
H -3.1687 0.7374 -0.9461 0.21
H 1.9661 0.6957 -2.4224 0.22
H 1.1683 -3.4387 0.0340 0.11
C -0.0441 -1.5598 0.2065 0.31
N 3.1146 1.3141 0.5505 -0.18
C -1.6498 0.4651 0.4678 -0.43
H -0.6828 1.0947 0.6405 0.23
H -2.3253 2.3153 -0.4392 0.22
H -3.4686 1.5842 0.6718 0.21
C -1.3238 -0.7744 -0.3606 -0.45
H 0.6819 -2.3086 1.8238 0.49
C 1.6656 0.1200 -0.2841 -0.04
C -2.7101 1.3170 -0.1195 -0.61
N 2.2039 0.4750 0.8979 -0.31
H -2.1905 -1.4493 -0.4280 0.22
H -1.8046 0.0877 1.4209 0.21
H 3.5220 1.9718 1.2175 0.40
S 0.3734 -2.9011 -0.8942 0.07
O 0.0541 -1.6230 1.5412 -0.67
```